Run i
{
  "formula": "C5H13N",
  "method": "ωB97M-V with the def2-TZVPD basis set",
  "smiles": "C=CC.CCN",
  "spin_multiplicity": 1,
  "species": ["C", "C", "C", "H", "H", "H", "H", "H", "H", "C", "C", "N", "H", "H", "H", "H", "H", "H", "H"],
  "coordinates": [[1.613, 2.104, 0.980], [0.341, 1.479, 1.418], [0.141, 1.109, 2.665], [2.444, 1.896, 1.687], [2.061, 1.938, -0.002], [1.584, 3.196, 1.123], [-0.479, 1.560, 0.707], [-0.674, 0.704, 3.243], [1.012, 1.099, 3.348], [-0.489, -2.147, -0.616], [-0.538, -0.967, -1.607], [-1.762, -1.228, -2.425], [-0.262, -1.910, 0.425], [-1.310, -2.829, -0.797], [0.349, -2.799, -0.870], [-0.718, -0.014, -1.125], [0.369, -0.864, -2.221], [-1.993, -0.335, -2.856], [-1.687, -1.993, -3.079]]
}

Run ii
{
  "formula": "C5H13N",
  "method": "ωB97M-V with the def2-TZVPD basis set",
  "spin_multiplicity": 1,
  "species": ["C", "N", "C", "C", "C", "C", "H", "H", "H", "H", "H", "H", "H", "H", "H", "H", "H", "H", "H"],
  "coordinates": [[2.443, -0.750, -0.090], [2.115, 0.668, -0.066], [-1.875, -0.229, 1.033], [-1.520, 0.481, -0.191], [-1.019, -0.901, -0.558], [-0.578, 1.619, -0.110], [1.860, -1.239, -0.955], [3.484, -0.958, -0.243], [2.114, -1.223, 0.844], [2.474, 1.056, 0.825], [-2.883, -0.667, 1.097], [-1.140, -0.328, 1.852], [-2.380, 0.799, -0.892], [-0.521, -0.763, -1.514], [-0.230, -1.382, 0.053], [-1.931, -1.577, -0.752], [-0.449, 2.126, -1.062], [-0.758, 2.299, 0.715], [0.793, 0.969, 0.015]]
}

Run iii
{
  "formula": "C5H13N",
  "method": "ωB97M-V with the def2-TZVPD basis set",
  "smiles": "CC(C)[C@@H](C)N",
  "spin_multiplicity": 1,
  "species": ["C", "C", "C", "C", "C", "H", "H", "H", "H", "H", "H", "H", "H", "H", "H", "H", "H", "H", "N"],
  "coordinates": [[-1.718, -0.953, -0.295], [-0.653, 0.159, -0.460], [-0.993, 1.319, 0.462], [0.681, -0.442, -0.026], [1.843, 0.249, -0.746], [-2.764, -0.687, -0.509], [-1.557, -1.211, 0.733], [-1.436, -1.814, -0.970], [-0.567, 0.360, -1.608], [-0.765, 0.989, 1.527], [-0.351, 2.321, 0.355], [-2.081, 1.586, 0.321], [0.710, -1.373, -0.552], [1.629, -0.009, -1.935], [1.874, 1.412, -0.688], [2.775, -0.244, -0.399], [1.399, -1.376, 1.592], [1.238, 0.305, 1.815], [0.735, -0.591, 1.384]]
}

Run iv
{
  "formula": "C5H13N",
  "method": "ωB97M-V with the def2-TZVPD basis set",
  "spin_multiplicity": 1,
  "species": ["C", "C", "C", "C", "C", "N", "H", "H", "H", "H", "H", "H", "H", "H", "H", "H", "H", "H", "H"],
  "coordinates": [[0.119, 0.547, 2.011], [-0.573, 0.948, 0.696], [-0.672, -0.199, -0.283], [0.465, 0.017, -1.156], [-1.980, -0.185, -1.054], [2.454, -0.556, 0.284], [-0.331, 0.982, 2.879], [0.392, -0.557, 2.191], [0.679, 0.843, 0.891], [-1.407, 1.628, 0.783], [-0.626, -1.185, 0.174], [0.497, -0.651, -2.002], [0.584, 0.995, -1.603], [1.480, -0.347, -0.745], [-2.412, 0.826, -1.323], [-1.784, -0.748, -2.083], [-2.716, -0.788, -0.490], [2.548, -1.546, 0.449], [3.281, -0.024, 0.380]]
}

Which structure is most stable? run iii, by 0.0172 hartree over the runner-up.

Run i
{
  "formula": "C5H13N",
  "method": "ωB97M-V with the def2-TZVPD basis set",
  "smiles": "CCC[C@@H](C)N",
  "spin_multiplicity": 1,
  "species": ["C", "C", "C", "C", "C", "N", "H", "H", "H", "H", "H", "H", "H", "H", "H", "H", "H", "H", "H"],
  "coordinates": [[-1.386, -0.695, -1.732], [-0.640, 0.105, -0.676], [0.262, -0.804, 0.162], [0.922, -0.113, 1.401], [2.056, 0.774, 0.970], [-1.470, 0.988, 0.128], [-0.861, -1.509, -2.243], [-1.755, -0.064, -2.549], [-2.275, -1.187, -1.328], [0.075, 0.738, -1.214], [1.055, -1.166, -0.496], [-0.240, -1.692, 0.534], [1.133, -0.936, 2.103], [0.161, 0.403, 1.976], [1.573, 1.500, 0.296], [2.780, 0.323, 0.308], [2.565, 1.343, 1.744], [-2.233, 1.370, -0.412], [-1.720, 0.621, 1.027]]
}

Run ii
{
  "formula": "C5H13N",
  "method": "ωB97M-V with the def2-TZVPD basis set",
  "smiles": "CCN(C)CC",
  "spin_multiplicity": 1,
  "species": ["C", "N", "C", "C", "C", "C", "H", "H", "H", "H", "H", "H", "H", "H", "H", "H", "H", "H", "H"],
  "coordinates": [[-0.254, -1.195, -0.718], [-0.333, 0.223, -0.305], [0.869, 1.073, -0.299], [1.384, 1.182, 1.158], [-1.621, 0.813, -0.456], [-0.015, -2.079, 0.493], [0.596, -1.224, -1.414], [-1.134, -1.459, -1.287], [0.539, 2.053, -0.634], [1.638, 0.621, -0.922], [0.683, 1.760, 1.748], [1.422, 0.238, 1.679], [2.304, 1.782, 1.135], [-2.066, 0.835, -1.460], [-1.643, 1.827, -0.026], [-2.338, 0.343, 0.249], [1.037, -2.021, 0.741], [-0.567, -1.702, 1.357], [-0.471, -3.064, 0.454]]
}

Which structure is most stable? run i, by 0.0302 hartree over the runner-up.

Run i
{
  "formula": "C5H13N",
  "method": "ωB97M-V with the def2-TZVPD basis set",
  "smiles": "C=CC.CNC",
  "spin_multiplicity": 1,
  "species": ["C", "C", "C", "H", "H", "H", "H", "H", "H", "C", "N", "C", "H", "H", "H", "H", "H", "H", "H"],
  "coordinates": [[1.850, -1.625, 1.717], [1.970, -0.451, 2.660], [3.021, 0.349, 2.751], [2.849, -1.878, 1.370], [1.523, -2.478, 2.312], [1.186, -1.430, 0.882], [1.202, -0.359, 3.413], [3.093, 1.087, 3.540], [3.846, 0.285, 2.042], [-1.994, 1.821, -1.802], [-2.512, 0.497, -1.516], [-1.846, -0.516, -2.362], [-1.873, 2.023, -2.870], [-2.648, 2.562, -1.341], [-0.985, 1.927, -1.399], [-3.494, 0.497, -1.756], [-2.153, -0.354, -3.401], [-2.249, -1.491, -2.088], [-0.785, -0.468, -2.152]]
}

Run ii
{
  "formula": "C5H13N",
  "method": "ωB97M-V with the def2-TZVPD basis set",
  "smiles": "CCCNCC",
  "spin_multiplicity": 1,
  "species": ["C", "C", "C", "N", "C", "C", "H", "H", "H", "H", "H", "H", "H", "H", "H", "H", "H", "H", "H"],
  "coordinates": [[0.947, 0.413, -1.656], [2.496, 0.297, -1.396], [0.099, -0.396, -0.660], [-0.536, 0.489, 0.339], [-1.752, 0.141, 0.984], [-1.423, -0.807, 2.248], [0.679, 0.307, -2.610], [0.637, 1.479, -1.517], [2.961, 0.770, -2.205], [2.827, 0.804, -0.475], [2.773, -0.714, -1.362], [-0.665, -0.942, -1.216], [0.710, -1.242, -0.173], [0.162, 0.962, 0.868], [-2.249, -0.576, 0.340], [-2.263, 1.015, 1.218], [-2.119, -0.592, 3.042], [-0.387, -0.706, 2.565], [-1.514, -1.883, 2.033]]
}

Run iii
{
  "formula": "C5H13N",
  "method": "ωB97M-V with the def2-TZVPD basis set",
  "smiles": "CCNC(C)C",
  "spin_multiplicity": 1,
  "species": ["C", "C", "N", "C", "C", "C", "H", "H", "H", "H", "H", "H", "H", "H", "H", "H", "H", "H", "H"],
  "coordinates": [[0.300, 2.235, 0.447], [-0.538, 1.227, 1.203], [-0.290, -0.180, 0.864], [1.281, -1.180, -0.691], [-0.140, -0.628, -0.531], [-1.203, -1.704, -0.814], [0.270, 2.222, -0.636], [-0.014, 3.255, 0.711], [1.362, 2.229, 0.720], [-1.597, 1.464, 1.058], [-0.365, 1.260, 2.279], [0.269, -0.622, 1.571], [1.445, -2.254, -0.734], [1.996, -0.701, -0.023], [1.736, -0.944, -1.674], [-0.248, 0.277, -1.087], [-2.097, -1.239, -1.225], [-1.316, -2.272, 0.104], [-0.851, -2.446, -1.541]]
}

Which structure is most stable? run iii, by 0.0181 hartree over the runner-up.

Run i
{
  "formula": "C5H13N",
  "method": "ωB97M-V with the def2-TZVPD basis set",
  "smiles": "CCCN(C)C",
  "spin_multiplicity": 1,
  "species": ["C", "C", "C", "N", "C", "C", "H", "H", "H", "H", "H", "H", "H", "H", "H", "H", "H", "H", "H"],
  "coordinates": [[-0.894, -1.167, -0.840], [0.282, -2.109, -0.438], [-0.761, 0.409, -0.760], [0.287, 0.689, 0.227], [-0.033, 0.424, 1.602], [0.986, 1.963, 0.029], [-1.186, -1.543, -1.821], [-1.758, -1.310, -0.181], [0.141, -2.787, 0.401], [1.118, -1.413, -0.301], [0.630, -2.682, -1.304], [-0.292, 0.696, -1.702], [-1.741, 0.884, -0.677], [0.870, 0.478, 2.228], [-0.728, 1.198, 1.981], [-0.498, -0.554, 1.727], [0.993, 2.601, 0.909], [0.543, 2.451, -0.832], [2.041, 1.771, -0.246]]
}

Run ii
{
  "formula": "C5H13N",
  "method": "ωB97M-V with the def2-TZVPD basis set",
  "spin_multiplicity": 1,
  "species": ["C", "N", "C", "C", "C", "C", "H", "H", "H", "H", "H", "H", "H", "H", "H", "H", "H", "H", "H"],
  "coordinates": [[2.743, -0.243, 0.069], [1.544, -0.603, -0.619], [-1.350, -1.176, 0.381], [-1.458, 0.259, 0.203], [-0.459, 1.008, 1.089], [-1.124, 0.621, -1.241], [3.273, -1.092, 0.441], [2.510, 0.488, 0.854], [3.088, 0.242, -0.806], [-0.232, -1.545, 0.188], [-1.434, -1.272, 1.486], [-2.208, -1.781, -0.052], [-2.456, 0.771, 0.315], [-0.683, 1.049, 2.170], [-0.407, 2.095, 0.780], [0.571, 0.591, 0.893], [-1.305, 1.640, -1.613], [-1.597, -0.125, -1.978], [-0.047, 0.345, -1.345]]
}

Run iii
{
  "formula": "C5H13N",
  "method": "ωB97M-V with the def2-TZVPD basis set",
  "smiles": "CC[C@@H](C)NC",
  "spin_multiplicity": 1,
  "species": ["C", "N", "C", "C", "C", "C", "H", "H", "H", "H", "H", "H", "H", "H", "H", "H", "H", "H", "H"],
  "coordinates": [[1.546, -1.648, -0.786], [0.789, -0.386, -0.786], [-0.887, 2.183, -0.578], [-1.212, 0.792, 0.007], [0.073, 0.075, 0.390], [-0.098, -0.940, 1.487], [1.033, -2.318, -0.102], [2.559, -1.502, -0.417], [1.638, -1.969, -1.817], [0.390, -0.127, -1.658], [-1.464, 2.636, -1.384], [0.160, 2.338, -0.825], [-1.020, 2.827, 0.303], [-2.002, 0.630, 0.736], [-1.606, 0.212, -0.857], [0.662, 0.895, 0.867], [0.778, -1.478, 1.853], [-0.575, -0.446, 2.338], [-0.766, -1.774, 1.231]]
}

Which structure is most stable? run iii, by 0.0076 hartree over the runner-up.

Run i
{
  "formula": "C2H6BNO2",
  "method": "ωB97M-V with the def2-TZVPD basis set",
  "spin_multiplicity": 1,
  "species": ["B", "C", "C", "N", "O", "O", "H", "H", "H", "H", "H", "H"],
  "coordinates": [[0.100, 0.145, 0.829], [-1.220, 2.026, -0.465], [-0.108, 1.468, 0.077], [0.795, -1.861, 2.275], [0.154, -2.014, -1.290], [0.523, -0.864, 1.431], [-1.075, 2.980, -0.995], [-2.239, 1.603, -0.337], [0.757, 2.003, -0.171], [0.007, -2.471, -2.129], [1.829, -1.871, 2.279], [0.477, -1.144, -1.504]]
}

Run ii
{
  "formula": "C2H6BNO2",
  "method": "ωB97M-V with the def2-TZVPD basis set",
  "spin_multiplicity": 1,
  "species": ["B", "C", "C", "N", "O", "O", "H", "H", "H", "H", "H", "H"],
  "coordinates": [[0.239, -0.843, 0.778], [-0.765, 0.996, -1.399], [-0.734, -1.387, -0.246], [-0.468, 1.856, -0.626], [1.518, -1.443, 0.978], [-0.114, 0.292, 1.481], [-0.995, 0.430, -2.228], [-1.787, -1.059, -0.146], [-0.501, -1.916, -1.292], [-0.557, 2.917, -0.723], [2.189, -0.822, 0.890], [0.214, 0.500, 2.394]]
}

Which structure is most stable? run ii, by 0.0915 hartree over the runner-up.